Below is C2HBrCl3O2P as an isolated structure at a distorted geometry, with properties calculated with ωB97M-V/def2-TZVPD.

The geometry in XYZ format:
```
10
Properties=species:S:1:pos:R:3:mulliken_charge:R:1
C -0.41365 1.62138 0.64242 0.56
C -0.64761 -0.14663 0.22988 -0.52
O 0.59898 1.88496 1.19507 -0.37
O 1.18033 -0.49265 -1.90975 -0.55
P 0.83224 -0.93651 -0.56875 0.84
Cl -1.70734 2.63096 0.34302 -0.09
Cl 0.24565 -2.83382 -0.55874 -0.18
Cl 2.36579 -0.66574 0.59860 -0.15
Br -1.88394 -0.33633 -1.13558 0.02
H -0.57045 -0.72563 1.16383 0.44
```

For the HOMO energy, the calculation gives -10.5 eV. The total energy comes out at -4523.27433 a.u. As for the energy above the lowest of the compared OMol25 structures with the same formula, charge and spin: 24.5 kcal per mole. The orbital gap comes out at 10.707 eV. As for the total charge: 0.

Below is C6H10O in the gas phase, with properties calculated with ωB97M-V/def2-TZVPD.

The geometry in XYZ format:
```
17
Properties=species:S:1:pos:R:3:mulliken_charge:R:1
O 2.67720 -1.09418 1.94657 -0.47
C 2.66002 -0.38484 0.96781 -0.03
C 1.56629 -0.42519 -0.07488 -0.39
C 0.25816 0.12029 0.52740 -0.80
C -0.75342 0.52970 -0.51779 -0.03
C -1.80535 -0.42430 -1.00779 -0.60
C -2.18759 0.72916 -0.12114 -0.61
H 3.44435 0.39252 0.81755 0.32
H 1.86519 0.17605 -0.94156 0.33
H 1.42008 -1.45776 -0.41175 0.25
H 0.47936 0.99215 1.15727 0.38
H -0.16105 -0.64266 1.19548 0.27
H -0.35939 1.22480 -1.25945 0.38
H -2.08790 -0.38056 -2.05583 0.26
H -1.82826 -1.42379 -0.57982 0.24
H -2.73840 1.56041 -0.55327 0.26
H -2.44928 0.50818 0.91122 0.24
```

For the HOMO energy, the calculation gives -9.8 eV. The total energy comes out at -309.81293 a.u. Its SMILES is O=CCCC1CC1. As for the energy above the lowest of the compared OMol25 structures with the same formula, charge and spin: 18.5 kcal per mole. The orbital gap comes out at 10.805 eV. As for the total charge: 0.

Below is a 2-piece molecular cluster, C4H7NO overall at a distorted geometry, with properties calculated with ωB97M-V/def2-TZVPD.

The geometry in XYZ format:
```
13
Properties=species:S:1:pos:R:3:mulliken_charge:R:1
O -1.50015 -0.57017 1.09488 -0.42
C -1.27520 0.74551 0.93474 -0.43
C 0.70437 0.89296 -0.11234 -1.03
C 1.04542 -0.56762 -0.32560 -0.18
C 0.13540 -1.20677 -1.28759 0.23
N -0.60799 -1.69511 -2.02752 -0.46
H -2.03697 -0.89652 0.35695 0.35
H -0.85065 1.13811 1.86267 0.20
H -0.74318 1.14947 -0.04707 0.47
H 1.31545 1.35683 0.66221 0.35
H 0.79148 1.47105 -1.04235 0.35
H 0.94855 -1.11418 0.61727 0.24
H 2.07348 -0.70355 -0.68628 0.34
```

For the HOMO energy, the calculation gives -8.2 eV. The total energy comes out at -286.45560 a.u. As for the energy above the lowest of the compared OMol25 structures with the same formula, charge and spin: 110.5 kcal per mole. The orbital gap comes out at 9.067 eV. As for the total charge: 0.

Below is C20H29N3P2SW as an isolated structure at a distorted geometry, with properties calculated with ωB97M-V/def2-TZVPD.

The geometry in XYZ format:
```
56
Properties=species:S:1:pos:R:3:mulliken_charge:R:1
C -1.73626 3.09778 -2.59069 -0.50
C -1.35511 1.84790 -2.12434 0.15
C -0.03007 1.34087 -2.41792 0.33
C 1.01755 2.29384 -2.83831 0.77
C 0.61893 3.60835 -3.19390 -0.90
C -0.73713 3.96652 -3.14522 -0.70
C 2.34179 1.80446 -2.91103 -0.78
C 2.64139 0.47310 -2.55860 0.81
C 1.50140 -0.38534 -2.17138 0.13
C 1.80476 -1.72492 -1.68603 0.01
C 3.07616 -2.28177 -1.82610 -0.42
C 4.16103 -1.47150 -2.32922 -0.89
C 3.94221 -0.11719 -2.60622 -0.86
H -2.75060 3.47758 -2.46139 0.42
H 1.37969 4.31773 -3.54082 0.45
H -1.03801 4.92962 -3.46174 0.44
H 3.15667 2.49361 -3.14808 0.43
H 3.31108 -3.28577 -1.50364 0.48
H 5.12786 -1.90887 -2.39604 0.43
H 4.79637 0.49896 -2.90216 0.44
N 0.22785 0.02017 -2.42942 -0.22
W 0.11935 -0.02721 1.42092 -0.22
C -2.33214 0.91788 -1.37465 -1.08
H -2.24596 -0.09335 -1.81281 0.41
H -3.37060 1.29938 -1.50581 0.62
C 0.65108 -2.53345 -1.06644 -1.02
H -0.26354 -2.29133 -1.63971 0.54
H 0.85291 -3.62666 -1.09805 0.65
P -1.99455 0.67370 0.48127 0.88
P 0.14399 -2.17766 0.73415 0.50
C 1.35964 -3.28145 1.55679 -1.32
H 1.28580 -3.16750 2.64702 0.40
H 1.09910 -4.32281 1.30124 0.51
H 2.38880 -3.02242 1.24460 0.33
C -1.36790 -3.20973 0.84617 -1.34
H -1.04084 -4.25552 0.95447 0.46
H -1.96641 -2.94943 1.73598 0.34
H -1.97010 -3.11076 -0.07339 0.38
C -2.43517 2.35109 1.07817 -1.31
H -3.51926 2.52264 0.98317 0.42
H -2.15758 2.44627 2.13525 0.39
H -1.90574 3.12012 0.49694 0.39
C -3.45217 -0.31059 1.02465 -1.35
H -3.34624 -0.52048 2.10290 0.38
H -4.38018 0.24273 0.82140 0.49
H -3.53809 -1.22270 0.42049 0.32
H 1.26765 -0.65933 2.07585 0.47
H 1.65995 0.21653 0.59862 0.11
N -0.27638 -0.63373 4.41826 -0.29
C -0.15825 0.66431 4.43606 0.93
N -0.14222 1.35933 5.57806 -0.40
S 0.49705 1.51289 3.06773 -0.37
H -0.59675 -1.11226 5.24722 0.24
H -0.17371 -1.17954 3.49715 0.03
H 0.19991 2.35711 5.42666 0.25
H -0.34904 1.02876 6.48190 0.22
```

For the HOMO energy (alpha / beta), the calculation gives -12.8 / -12.9 eV. The total energy comes out at -2091.07245 a.u. As for the energy above the lowest of the compared OMol25 structures with the same formula, charge and spin: 0.0 kcal per mole. The orbital gap (alpha / beta) comes out at 4.570 / 5.101 eV. As for the multiplicity: 3. As for the total charge: +2.

Which of these has the highest total energy?
C4H7NO

What is the total charge in the first record?
0

Look up the total charge of the second one.
0

Which of these has the lowest total energy?
C2HBrCl3O2P